An isolated ion of composition C30H28NOS and charge +1, computed with ωB97M-V/def2-TZVPD.

Calculated values
Net charge = +1
Calculated total energy = -45929.9263 eV
E_HOMO = -10.655 eV
Kohn-Sham gap = 6.8 eV

```
61
Properties=species:S:1:pos:R:3:forces:R:3:lowdin_charge:R:1
C 5.114377 -1.647423 2.504936 -0.29 1.02 0.06 -0.048
O 4.847284 -0.266455 2.898957 -0.90 -0.71 0.11 -0.092
C 3.534596 0.078619 3.120735 -0.20 0.16 -0.66 -0.261
C 3.294359 1.363177 3.656941 -0.02 -0.52 -0.51 0.007
C 1.991684 1.794530 3.853066 0.23 -0.52 0.60 -0.057
C 0.875782 0.969787 3.641457 0.72 -0.51 0.49 -0.173
C -0.433335 1.430863 4.278251 -0.77 3.20 -1.41 -0.105
C -1.642969 0.776673 3.590844 0.24 -0.02 1.14 -0.217
C -2.685409 1.482646 2.970619 -0.32 -0.11 0.43 -0.013
C -3.868753 0.806215 2.641238 0.51 0.20 0.09 -0.034
C -4.013929 -0.564136 2.877247 -0.46 0.11 -0.07 -0.274
C -5.323214 -1.242766 2.544264 -0.10 -0.34 -0.24 -0.048
C -2.942543 -1.274204 3.402044 0.42 0.27 0.08 -0.030
C -1.759467 -0.607222 3.723053 -0.21 -0.47 0.63 -0.071
C 1.118676 -0.212450 2.891389 0.25 -0.29 0.92 -0.015
C 2.423904 -0.688540 2.686679 0.65 0.80 -0.07 0.000
H 6.197163 -1.709994 2.518733 -0.03 -0.18 -0.03 0.092
H 4.661858 -2.333980 3.218754 0.08 -0.04 0.09 0.092
H 4.728271 -1.870969 1.501197 0.15 0.21 0.19 0.093
H 4.131251 2.021781 3.852322 0.03 -0.07 0.01 0.118
H 1.822947 2.780490 4.274457 0.18 -0.14 -0.15 0.065
H -0.480907 2.525217 4.042761 -0.11 -0.67 -0.51 0.129
H -2.635997 2.570075 2.827584 0.09 -0.48 0.12 0.125
H -4.720179 1.358719 2.241927 0.29 -0.08 -0.03 0.120
H -5.182492 -2.321380 2.389859 0.01 0.27 0.14 0.081
H -6.115836 -1.123564 3.303703 0.45 0.12 -0.18 0.088
H -5.704320 -0.848554 1.597485 -0.07 0.00 0.17 0.081
H -3.037109 -2.335240 3.615188 0.03 0.09 -0.17 0.117
H -0.933441 -1.180401 4.178904 -0.59 0.37 -0.15 0.123
H 0.327138 -0.862718 2.520328 0.08 0.42 0.20 0.104
H 2.615317 -1.604131 2.112601 -0.35 0.43 0.36 0.110
C 1.377441 0.675003 8.113093 -0.07 -0.49 -0.08 0.029
N 1.425724 2.006088 7.496038 -0.75 0.99 -0.92 -0.028
C 2.484347 2.905369 7.771192 -0.66 -0.29 -0.46 -0.217
C 2.297681 4.111197 7.110229 -0.27 0.30 -0.46 -0.403
C 3.255594 5.110327 7.157376 0.29 0.59 -0.06 -0.070
C 4.398414 4.905946 7.927985 0.09 -0.17 0.06 -0.046
C 4.589432 3.681849 8.621425 -0.58 0.37 -0.56 -0.031
C 3.629328 2.661700 8.514655 0.98 0.52 0.49 0.006
S 0.796665 4.141669 6.170266 0.89 -0.75 1.08 1.213
C 0.481705 2.520566 6.652202 1.76 -0.60 -0.20 -0.407
C -0.584874 1.746449 5.985200 -0.86 -2.97 0.27 -0.150
C -1.988215 2.259151 6.395757 -0.10 -0.72 -0.04 -0.184
C -2.260039 3.531451 6.892608 -0.37 1.21 -0.20 -0.070
C -3.557832 4.087451 6.830221 -0.24 -0.20 0.24 -0.067
C -4.622497 3.290130 6.417691 0.40 -0.30 -0.43 -0.076
C -4.377740 1.933148 6.140122 -0.09 -0.22 0.41 -0.062
C -3.088765 1.388870 6.237150 -0.33 0.57 -0.51 -0.031
H 0.322194 0.425610 8.282532 0.48 -0.07 0.11 0.108
H 1.862667 -0.098421 7.496736 -0.31 0.43 -0.16 0.119
H 1.946782 0.672645 9.051881 -0.50 0.33 -0.19 0.098
H 3.099023 6.021824 6.562320 0.23 -0.38 0.47 0.127
H 5.167635 5.695406 7.969754 -0.50 -0.56 0.02 0.124
H 5.505141 3.558388 9.210332 -0.50 -0.16 -0.26 0.121
H 3.818562 1.714634 9.004330 -0.13 0.04 -0.05 0.114
H -0.508134 0.685735 6.307657 -0.02 0.62 0.39 0.134
H -1.498389 4.153801 7.371212 -0.10 -0.16 -0.62 0.076
H -3.775779 5.145683 7.082992 0.51 -0.89 0.06 0.119
H -5.627236 3.711369 6.309652 0.42 -0.22 0.05 0.112
H -5.212210 1.284458 5.839303 0.42 0.24 0.35 0.114
H -2.937693 0.307116 6.165394 -0.03 0.46 -0.47 0.122
```
Forces are in eV/Å.